4 unconnected molecules or ions with the total composition C40H65NO6S2Si in a non-equilibrium geometry, computed with ωB97M-V with the def2-TZVPD basis set.

Properties
HOMO level: -8.128 eV
E_LUMO: 0.530 eV
F_max: 1.954 eV/A

```
115
Properties=species:S:1:pos:R:3:forces:R:3:mulliken_charge:R:1
C 2.77188 -0.86378 3.03424 -0.322 -0.245 -0.143 -1.141
Si 1.17996 -0.74075 1.99955 0.219 0.824 0.412 0.205
C -0.27520 -0.69095 3.23730 0.218 -0.128 -0.876 -0.836
C 1.02368 -2.15638 0.74408 -0.177 -0.054 0.589 -0.640
C 0.28992 -3.41276 1.30236 0.439 -0.524 -0.648 -0.861
C -0.71927 -4.00202 0.29263 -0.334 0.438 0.640 -1.188
C -2.03777 -3.19124 0.26999 0.179 -0.627 -0.481 0.586
C -3.22471 -4.06141 -0.24644 0.521 0.558 0.646 -1.216
C -4.09656 -4.50045 0.96186 -0.143 -0.194 -1.319 -0.840
C -5.11776 -3.37222 1.23957 0.091 -1.064 0.765 -0.110
C -5.53414 -3.27104 2.74464 0.225 1.289 -0.637 -1.665
C -4.87577 -2.05013 3.39253 -0.101 -1.436 -0.015 0.467
C -3.91357 -2.25503 4.37373 -0.168 0.124 -0.126 -0.704
C -3.29436 -1.15739 4.93032 0.303 -0.795 0.424 -1.136
C -3.63343 0.12045 4.54767 0.743 0.932 0.520 -0.265
C -4.59844 0.36385 3.59094 -0.156 -0.749 0.067 0.494
C -5.19844 -0.76107 3.02181 -0.599 1.001 -0.921 0.920
S -6.41720 -0.42988 1.75026 -0.076 -0.009 -0.024 -0.264
C -5.59136 0.91426 0.90964 -0.106 -0.620 1.633 0.630
C -5.60337 1.01825 -0.44714 0.292 0.723 -1.493 -0.427
C -4.93783 2.10915 -1.09502 -0.995 -1.556 0.638 -0.476
C -4.27995 2.99344 -0.28298 0.063 0.415 -0.776 -0.958
C -4.28377 2.86095 1.09845 0.873 1.049 0.320 -0.177
C -4.93790 1.84239 1.73368 -0.420 -0.391 -0.411 0.158
N -5.01286 1.66954 3.15786 1.495 0.173 -0.118 -0.213
S -4.38588 2.96632 4.07583 -0.475 0.451 0.447 -0.203
C 1.16483 0.96667 1.14187 0.243 -0.326 0.049 0.211
C 2.26699 1.79986 0.89447 -0.575 -0.349 0.025 -0.160
C 2.06039 3.00684 0.23806 0.995 0.607 -0.116 -0.048
C 0.81079 3.42791 -0.17163 -0.244 0.083 -0.107 -0.723
C -0.28139 2.61344 0.06771 -0.209 0.463 -0.192 -0.453
C -0.08468 1.42006 0.72383 -0.733 -0.670 0.130 -0.632
H 3.15361 0.13844 3.26546 0.012 -0.230 -0.059 0.308
H 2.51194 -1.35076 3.98471 0.210 0.060 -0.185 0.446
H 3.54812 -1.46284 2.54092 -0.048 0.224 0.151 0.249
H -0.66713 0.33099 3.30883 0.152 -0.228 0.200 0.380
H -1.08080 -1.31813 2.83059 0.017 0.105 0.419 -0.159
H 0.06352 -1.06037 4.21150 -0.315 0.055 -0.128 0.453
H 2.04997 -2.45122 0.48099 -0.251 0.184 -0.223 0.433
H 0.51655 -1.79939 -0.16440 0.192 0.006 0.207 0.476
H -0.21791 -3.24017 2.26117 0.063 0.043 -0.230 0.459
H 1.04691 -4.18882 1.48927 -0.135 0.210 0.129 0.407
H -0.28036 -4.00904 -0.71564 -0.060 -0.171 0.231 0.297
H -0.95748 -5.03750 0.58049 0.104 0.182 -0.098 0.478
H -1.89042 -2.30682 -0.36656 -0.132 -0.046 0.334 0.343
H -2.27153 -2.88038 1.30074 0.063 0.205 -0.310 -0.405
H -3.82549 -3.44258 -0.92740 -0.072 -0.395 0.077 0.410
H -2.83708 -4.91941 -0.81103 -0.101 0.172 0.092 0.497
H -3.47954 -4.76524 1.83208 -0.011 0.261 -0.163 0.375
H -4.59072 -5.43106 0.63934 -0.188 0.241 0.457 0.452
H -6.02375 -3.59554 0.66371 0.293 0.337 -0.169 0.304
H -4.66514 -2.43682 0.89750 -0.346 -0.045 0.101 0.245
H -5.22265 -4.16831 3.28833 -0.340 0.124 -0.069 0.488
H -6.61949 -3.11154 2.79525 0.182 -0.422 0.169 0.361
H -3.66058 -3.26628 4.68623 -0.037 0.193 -0.067 0.351
H -2.52636 -1.35234 5.67708 -0.107 0.401 -0.098 0.334
H -3.09344 0.93454 5.02260 -0.235 -0.046 -0.129 0.279
H -6.15736 0.25748 -0.99691 0.230 0.219 -0.093 0.447
H -4.96318 2.21878 -2.17637 -0.025 -0.040 0.195 0.429
H -3.77755 3.82675 -0.77306 0.038 -0.062 0.406 0.437
H -3.73718 3.61217 1.66146 -0.179 -0.169 0.023 0.259
H -3.03552 2.98204 3.85957 -0.348 -0.386 -0.267 0.122
H 3.26047 1.49827 1.22284 -0.103 0.135 -0.146 0.226
H 2.90114 3.66805 0.01832 -0.056 -0.258 0.148 0.281
H 0.67671 4.38683 -0.66851 0.141 -0.189 0.058 0.384
H -1.27469 2.92180 -0.25571 0.150 -0.140 0.128 0.453
H -0.96906 0.80585 0.92452 0.207 0.079 -0.075 0.361
C 8.66258 2.60566 -1.80266 0.110 -0.004 0.031 -0.615
O 8.75947 3.89983 -1.23124 -0.170 -0.112 -0.109 -0.402
C 7.93649 4.85579 -1.88482 0.263 0.163 0.304 -0.522
C 6.66689 5.12248 -1.10263 -0.230 -0.064 -0.355 -0.506
O 5.82814 3.97712 -1.07473 0.108 -0.044 0.142 -0.389
C 5.90895 3.26630 0.14905 -0.107 -0.018 0.018 -0.712
H 9.13658 1.90151 -1.11954 0.015 0.060 0.021 0.128
H 7.62386 2.30133 -1.94891 -0.001 0.019 -0.009 0.310
H 9.19324 2.57559 -2.76078 -0.061 -0.048 -0.037 0.374
H 7.70206 4.53588 -2.90475 -0.065 -0.036 0.031 0.309
H 8.51258 5.78468 -1.94829 -0.033 0.013 -0.028 0.396
H 6.10599 5.91864 -1.60242 0.036 0.037 0.015 0.391
H 6.90056 5.45995 -0.08826 0.061 -0.042 -0.001 0.333
H 5.37952 3.81557 0.93639 0.063 -0.033 0.079 0.365
H 6.94433 3.09830 0.45292 -0.001 0.014 0.005 0.510
H 5.42794 2.29825 0.01312 -0.017 0.033 -0.073 0.038
C 5.97614 -1.29076 -0.10913 -0.183 -0.077 0.016 -0.577
O 6.98289 -0.43881 0.39053 0.133 0.054 -0.079 -0.165
C 7.67034 -0.95247 1.52114 0.050 0.327 -0.073 -0.476
C 9.02701 -1.50836 1.14182 -0.071 -0.372 0.190 -0.582
O 8.90633 -2.66180 0.32180 -0.066 0.178 -0.145 -0.385
C 9.13008 -2.38815 -1.05083 0.044 -0.078 0.039 -0.665
H 5.67259 -0.92551 -1.09005 0.047 0.096 0.042 0.271
H 6.32545 -2.32096 -0.21681 0.015 0.002 0.044 0.428
H 5.10216 -1.26984 0.55287 -0.029 -0.101 -0.026 -0.027
H 7.06841 -1.71147 2.03061 0.038 -0.057 -0.049 0.338
H 7.81463 -0.11768 2.21462 0.007 -0.031 0.031 0.369
H 9.54652 -1.81750 2.05404 0.012 0.056 0.014 0.388
H 9.63535 -0.74313 0.64978 -0.059 0.032 -0.021 0.271
H 10.19803 -2.22767 -1.23310 -0.014 0.055 -0.076 0.330
H 8.56770 -1.51366 -1.38714 0.012 0.016 0.016 0.249
H 8.80308 -3.25520 -1.62313 0.024 -0.033 0.063 0.251
C -7.64891 2.08457 -4.95844 0.025 0.120 0.056 -0.780
O -6.34356 1.65371 -4.60992 -0.170 -0.008 -0.149 -0.360
C -6.27296 0.26164 -4.34107 0.229 0.251 0.138 0.034
C -5.71505 -0.50871 -5.51984 -0.220 -0.296 0.060 -0.797
O -6.59813 -0.46964 -6.63101 0.080 0.223 0.020 -0.370
C -6.19740 0.46170 -7.62190 -0.024 -0.087 -0.034 -0.700
H -7.57253 3.09641 -5.35497 0.062 -0.005 0.052 0.240
H -8.09889 1.44420 -5.72017 0.006 -0.036 0.031 0.360
H -8.28906 2.10485 -4.07009 -0.071 -0.031 -0.047 0.313
H -7.25739 -0.12944 -4.06400 -0.010 -0.011 -0.060 0.349
H -5.61551 0.15569 -3.47156 0.057 -0.199 -0.078 0.088
H -5.60974 -1.55967 -5.23314 0.050 0.012 0.033 0.366
H -4.72499 -0.13298 -5.79544 -0.019 0.061 0.023 0.367
H -5.33415 0.07523 -8.17382 0.032 0.085 -0.022 0.323
H -5.94746 1.43291 -7.18859 0.022 -0.011 0.013 0.302
H -7.02744 0.59130 -8.31508 -0.010 -0.075 0.021 0.243
```
Forces are in eV/Å.